Entry 1:
{
  "formula": "C47H61BBrMgN7O2PS",
  "method": "the ωB97M-V functional and the def2-TZVPD basis",
  "symbols": ["Mg", "C", "C", "C", "C", "N", "N", "B", "N", "N", "C", "C", "C", "C", "C", "C", "C", "C", "N", "N", "C", "C", "C", "C", "C", "C", "C", "C", "C", "C", "C", "C", "H", "H", "H", "H", "H", "H", "H", "H", "H", "H", "H", "H", "H", "H", "H", "H", "H", "H", "H", "H", "H", "H", "H", "H", "H", "H", "H", "H", "H", "H", "H", "H", "H", "H", "H", "H", "H", "H", "H", "H", "O", "H", "H", "S", "Br", "C", "C", "C", "N", "C", "C", "H", "H", "H", "H", "O", "P", "C", "C", "C", "C", "C", "C", "C", "C", "C", "C", "C", "C", "C", "C", "C", "C", "C", "C", "H", "H", "H", "H", "H", "H", "H", "H", "H", "H", "H", "H", "H", "H", "H"],
  "xyz": [[0.285, 0.170, -0.281], [5.790, -1.561, 0.429], [4.578, -1.220, 1.232], [4.541, -0.900, 2.564], [3.191, -0.644, 2.861], [2.454, -0.779, 1.752], [3.312, -1.149, 0.761], [2.950, -1.693, -0.641], [2.955, -0.635, -1.759], [2.174, 0.480, -1.843], [2.593, 1.157, -2.924], [3.621, 0.438, -3.552], [3.819, -0.690, -2.795], [4.812, -1.768, -3.091], [2.086, 2.484, -3.450], [3.073, 3.029, -4.493], [0.732, 2.268, -4.144], [1.993, 3.524, -2.329], [1.717, -2.612, -0.673], [0.400, -2.276, -0.504], [-0.301, -3.407, -0.629], [0.576, -4.473, -0.896], [1.837, -3.938, -0.912], [3.105, -4.698, -1.132], [-1.788, -3.676, -0.473], [-2.644, -2.474, -0.100], [-2.308, -4.234, -1.809], [-1.954, -4.727, 0.638], [2.754, -0.359, 4.288], [2.989, -1.645, 5.100], [3.638, 0.772, 4.839], [1.301, 0.059, 4.477], [6.672, -1.473, 1.062], [5.901, -0.884, -0.419], [5.749, -2.581, 0.043], [5.385, -0.886, 3.233], [3.864, -2.401, -0.914], [4.166, 0.695, -4.443], [5.382, -1.476, -3.972], [4.318, -2.717, -3.303], [5.508, -1.928, -2.269], [3.106, 2.402, -5.386], [4.080, 3.107, -4.078], [2.749, 4.026, -4.796], [0.843, 1.560, -4.971], [0.356, 3.214, -4.541], [0.001, 1.883, -3.435], [2.983, 3.694, -1.892], [1.306, 3.194, -1.555], [1.620, 4.469, -2.729], [0.329, -5.508, -1.060], [2.861, -5.753, -1.252], [3.786, -4.594, -0.286], [3.628, -4.365, -2.028], [-2.438, -1.628, -0.742], [-2.482, -2.172, 0.931], [-3.700, -2.733, -0.212], [-2.227, -3.472, -2.587], [-3.360, -4.515, -1.712], [-1.747, -5.113, -2.130], [-1.497, -4.360, 1.558], [-1.489, -5.679, 0.373], [-3.017, -4.903, 0.823], [4.004, -2.022, 4.970], [2.289, -2.418, 4.775], [2.824, -1.452, 6.163], [4.683, 0.467, 4.926], [3.289, 1.075, 5.829], [3.590, 1.640, 4.178], [0.613, -0.580, 3.929], [1.166, 1.088, 4.165], [1.054, 0.001, 5.541], [-0.423, -2.007, 2.434], [0.504, -1.831, 2.211], [-0.911, -1.453, 1.802], [-0.957, 1.967, -1.304], [0.944, 6.241, 3.155], [0.838, 4.517, 2.366], [1.853, 4.069, 1.542], [1.732, 2.797, 1.010], [0.690, 2.004, 1.239], [-0.269, 2.451, 2.039], [-0.247, 3.704, 2.630], [2.713, 4.686, 1.321], [2.499, 2.396, 0.356], [-1.093, 1.777, 2.218], [-1.050, 4.022, 3.276], [-1.629, 0.070, 0.507], [-2.666, 0.975, -0.189], [-3.281, 2.661, 0.393], [-3.712, 2.879, 1.699], [-4.120, 4.137, 2.129], [-4.139, 5.202, 1.247], [-3.759, 4.992, -0.073], [-3.333, 3.743, -0.492], [-3.406, 0.650, -1.856], [-2.795, -0.235, -2.744], [-3.302, -0.436, -4.015], [-4.416, 0.277, -4.444], [-5.017, 1.180, -3.582], [-4.527, 1.354, -2.293], [-4.102, 0.071, 0.767], [-5.321, -0.342, 0.232], [-6.262, -1.033, 0.989], [-6.011, -1.332, 2.318], [-4.796, -0.954, 2.873], [-3.860, -0.285, 2.101], [-3.741, 2.059, 2.403], [-4.429, 4.277, 3.159], [-4.452, 6.186, 1.575], [-3.783, 5.816, -0.777], [-3.014, 3.598, -1.513], [-1.886, -0.742, -2.445], [-2.818, -1.138, -4.684], [-4.810, 0.128, -5.442], [-5.881, 1.746, -3.910], [-5.022, 2.044, -1.621], [-5.551, -0.139, -0.804], [-7.194, -1.347, 0.534], [-6.744, -1.869, 2.908], [-4.576, -1.200, 3.906], [-2.897, -0.058, 2.546]],
  "atomic_forces_ev_per_a": [[-0.5, 0.6, 0.0], [-0.1, 0.0, -0.1], [0.0, 0.1, 0.2], [0.1, 0.0, 0.0], [0.1, 0.0, -0.3], [-0.3, -0.2, 0.3], [0.2, 0.0, 0.0], [-0.1, 0.0, 0.0], [0.2, -0.2, -0.3], [0.0, 0.0, 0.6], [0.1, -0.1, -0.1], [0.0, 0.0, 0.0], [0.0, 0.2, -0.1], [-0.1, 0.0, 0.1], [-0.1, 0.1, -0.1], [0.0, 0.0, 0.1], [0.1, 0.0, 0.1], [-0.1, -0.2, 0.0], [0.3, -0.3, 0.0], [0.1, 0.7, 0.0], [0.1, -0.2, 0.0], [0.0, 0.1, 0.0], [-0.3, -0.1, 0.1], [0.0, 0.2, 0.0], [-0.2, 0.1, 0.0], [0.1, -0.3, -0.1], [0.1, 0.0, 0.0], [0.0, 0.0, 0.0], [-0.1, 0.0, 0.1], [0.0, 0.0, 0.0], [0.0, -0.1, 0.0], [0.1, -0.1, -0.2], [0.0, 0.0, 0.0], [0.0, 0.0, 0.0], [0.0, 0.0, 0.0], [0.0, 0.0, 0.0], [-0.1, 0.0, -0.1], [0.0, 0.0, 0.0], [0.0, 0.0, 0.0], [0.0, 0.0, 0.0], [0.0, 0.0, -0.1], [0.0, 0.0, 0.0], [0.0, 0.0, 0.0], [0.0, 0.0, 0.0], [0.0, 0.0, 0.0], [0.0, 0.0, 0.0], [0.0, 0.0, -0.1], [0.0, 0.0, 0.0], [-0.1, 0.0, 0.0], [0.0, 0.0, 0.0], [-0.1, 0.0, 0.0], [0.0, 0.0, 0.0], [0.0, 0.0, 0.0], [0.0, 0.0, 0.0], [-0.1, -0.2, 0.1], [-0.1, -0.1, -0.2], [0.0, 0.0, 0.0], [0.0, 0.0, 0.0], [0.0, 0.0, 0.0], [0.0, 0.0, 0.0], [0.0, 0.0, 0.0], [0.0, 0.0, 0.0], [0.0, 0.0, 0.0], [0.0, 0.0, 0.0], [0.0, 0.0, 0.0], [0.0, 0.0, 0.0], [0.0, 0.0, 0.0], [0.0, 0.0, 0.0], [0.0, 0.0, 0.0], [-0.1, 0.0, 0.0], [-0.2, 0.3, -0.2], [0.0, 0.0, 0.0], [0.0, 0.1, 0.0], [0.0, 0.0, -0.1], [0.0, 0.0, 0.1], [-0.2, 0.1, -0.2], [0.0, -0.1, -0.1], [0.0, 0.0, 0.0], [0.1, 0.1, 0.0], [0.1, -0.1, 0.0], [0.5, -0.5, 0.1], [-0.1, 0.0, 0.1], [0.1, 0.0, 0.0], [0.0, 0.0, 0.0], [0.0, 0.0, 0.0], [-0.1, 0.0, 0.0], [-0.1, 0.0, 0.0], [1.0, -0.4, 0.7], [-0.6, 0.9, -0.6], [-0.1, -0.2, -0.1], [0.1, -0.1, 0.0], [0.0, 0.0, 0.1], [0.0, 0.0, -0.1], [0.0, 0.0, 0.0], [0.1, 0.0, 0.1], [-0.1, 0.2, 0.1], [0.0, 0.0, 0.0], [0.0, 0.0, 0.0], [0.0, 0.0, 0.0], [-0.1, 0.0, -0.1], [0.1, -0.1, 0.0], [0.2, -0.2, 0.1], [0.0, 0.2, 0.0], [0.0, 0.0, 0.1], [-0.1, -0.1, 0.0], [0.0, 0.0, 0.0], [-0.1, 0.0, 0.1], [0.0, 0.0, 0.0], [0.0, 0.0, 0.0], [0.0, 0.0, 0.0], [0.0, 0.0, 0.0], [0.1, 0.0, -0.1], [0.0, 0.0, -0.1], [0.0, 0.0, 0.0], [0.0, 0.0, 0.0], [0.0, 0.0, 0.0], [0.0, 0.0, 0.0], [0.0, -0.1, 0.0], [0.0, 0.0, 0.0], [0.0, 0.0, 0.0], [0.1, 0.0, 0.0], [0.0, 0.0, 0.0]],
  "total_charge": -1,
  "largest_force_ev_per_a": 1.29,
  "homo_lumo_gap_ha": 0.229,
  "homo_energy_ev": -4.0
}

=====

Entry 2:
{
  "formula": "C47H61Br2N2O2P2ReSi4",
  "method": "the ωB97M-V functional and the def2-TZVPD basis",
  "symbols": ["Re", "N", "P", "C", "C", "C", "C", "C", "C", "C", "C", "C", "C", "C", "C", "P", "C", "C", "C", "C", "C", "C", "C", "C", "C", "C", "C", "C", "H", "H", "H", "H", "H", "H", "H", "H", "H", "H", "H", "H", "H", "H", "H", "H", "H", "H", "H", "H", "H", "C", "C", "C", "C", "C", "Br", "N", "C", "H", "H", "H", "H", "H", "H", "C", "O", "C", "O", "H", "H", "H", "C", "Si", "C", "C", "Si", "Si", "C", "C", "C", "Si", "C", "C", "C", "H", "H", "H", "H", "H", "H", "H", "H", "H", "H", "H", "H", "H", "H", "H", "H", "H", "H", "H", "H", "H", "H", "H", "H", "H", "H", "H", "Br", "C", "C", "C", "C", "C", "C", "H", "H", "H", "H"],
  "xyz": [[0.076, 0.256, -0.156], [-0.621, 2.913, 1.224], [-1.239, 1.385, 1.681], [-0.748, 1.197, 3.413], [-0.701, 2.296, 4.269], [-0.330, 2.130, 5.591], [-0.013, 0.865, 6.067], [-0.073, -0.233, 5.224], [-0.439, -0.072, 3.895], [-3.028, 1.637, 1.697], [-3.838, 0.506, 1.717], [-5.216, 0.633, 1.681], [-5.791, 1.895, 1.618], [-4.986, 3.026, 1.601], [-3.605, 2.900, 1.641], [0.441, 2.644, -0.046], [-0.048, 3.705, -1.416], [-0.478, 3.169, -2.621], [-0.910, 4.001, -3.642], [-0.917, 5.374, -3.455], [-0.486, 5.918, -2.250], [-0.048, 5.089, -1.233], [2.028, 3.312, 0.487], [2.388, 3.232, 1.833], [3.619, 3.710, 2.250], [4.497, 4.266, 1.329], [4.139, 4.355, -0.008], [2.908, 3.882, -0.431], [-0.608, 3.749, 1.796], [-0.970, 3.286, 3.919], [-0.292, 2.985, 6.253], [0.278, 0.738, 7.101], [0.171, -1.216, 5.603], [-0.490, -0.931, 3.234], [-3.390, -0.479, 1.736], [-5.840, -0.251, 1.685], [-6.867, 1.998, 1.576], [-5.433, 4.010, 1.550], [-2.991, 3.791, 1.599], [-0.468, 2.099, -2.763], [-1.239, 3.572, -4.580], [-1.254, 6.026, -4.249], [-0.484, 6.991, -2.108], [0.306, 5.520, -0.303], [1.714, 2.791, 2.556], [3.894, 3.646, 3.294], [5.460, 4.634, 1.656], [4.818, 4.797, -0.725], [2.634, 3.967, -1.474], [-2.080, -5.129, 6.984], [-2.312, -4.644, 5.581], [-3.422, -5.025, 4.834], [-3.579, -4.567, 3.538], [-2.599, -3.722, 3.045], [-2.745, -3.080, 1.255], [-1.541, -3.333, 3.718], [-1.405, -3.793, 4.963], [-2.952, -5.659, 7.362], [-1.870, -4.298, 7.657], [-1.229, -5.810, 7.022], [-4.165, -5.685, 5.263], [-4.425, -4.850, 2.930], [-0.517, -3.467, 5.492], [1.039, -2.970, 1.463], [1.580, -1.688, 1.868], [1.105, -0.644, 1.283], [1.568, 0.498, 1.472], [1.772, -3.706, 1.775], [0.925, -2.976, 0.385], [0.092, -3.126, 1.971], [0.598, -4.493, -1.491], [0.880, -3.121, -2.754], [2.353, -3.723, -3.761], [-0.617, -3.216, -3.892], [1.429, -0.906, -2.023], [1.389, 0.303, -4.055], [2.286, 1.923, -3.700], [-0.375, 0.513, -4.692], [2.291, -0.442, -5.523], [3.727, -0.988, -1.424], [4.818, -1.077, -2.955], [4.304, 0.540, -0.488], [4.079, -2.501, -0.365], [0.466, -5.407, -2.076], [-0.307, -4.361, -0.893], [1.442, -4.659, -0.821], [2.252, -4.803, -3.905], [3.308, -3.550, -3.266], [2.392, -3.267, -4.748], [-0.506, -4.140, -4.468], [-0.684, -2.393, -4.601], [-1.566, -3.283, -3.362], [2.088, 2.298, -2.698], [2.030, 2.706, -4.419], [3.360, 1.738, -3.773], [-1.145, 0.708, -3.946], [-0.654, -0.416, -5.191], [-0.407, 1.300, -5.451], [3.370, -0.482, -5.381], [2.093, 0.213, -6.378], [1.937, -1.435, -5.793], [4.923, -0.085, -3.400], [4.457, -1.753, -3.727], [5.817, -1.408, -2.658], [4.576, 1.332, -1.188], [5.201, 0.279, 0.081], [3.574, 0.940, 0.212], [3.655, -3.416, -0.784], [3.704, -2.375, 0.652], [5.161, -2.641, -0.296], [-6.028, -0.686, -2.906], [-4.297, -0.393, -2.209], [-3.911, 0.892, -1.860], [-2.657, 1.089, -1.309], [-1.742, 0.037, -1.136], [-2.165, -1.238, -1.537], [-3.435, -1.466, -2.046], [-4.593, 1.721, -1.990], [-2.398, 2.097, -1.007], [-1.495, -2.084, -1.438], [-3.747, -2.460, -2.335]],
  "atomic_forces_ev_per_a": [[-0.4, 0.1, -0.3], [0.1, 0.0, 0.2], [-0.2, 0.5, -0.1], [-0.1, -0.2, 0.0], [0.0, 0.0, 0.0], [0.0, 0.0, 0.0], [0.0, 0.0, 0.0], [0.0, -0.1, 0.0], [-0.1, 0.1, 0.0], [0.0, -0.2, 0.1], [0.0, 0.0, 0.0], [0.0, 0.0, 0.0], [0.0, 0.0, 0.0], [0.0, 0.0, 0.0], [0.0, 0.0, -0.1], [0.2, 0.1, 0.0], [-0.1, 0.0, 0.0], [0.0, 0.0, 0.0], [0.0, 0.0, 0.0], [0.0, 0.0, 0.0], [0.0, 0.0, 0.0], [0.0, 0.0, 0.0], [0.0, -0.1, 0.1], [0.0, 0.0, 0.0], [0.0, 0.0, 0.0], [0.0, 0.0, 0.0], [0.0, 0.0, 0.0], [0.0, 0.0, 0.0], [0.0, 0.0, 0.0], [0.0, 0.0, 0.0], [0.0, 0.0, 0.0], [0.0, 0.0, 0.0], [0.0, 0.0, 0.0], [-0.1, 0.0, 0.2], [0.0, 0.0, 0.0], [0.0, 0.0, 0.0], [0.0, 0.0, 0.0], [0.0, 0.0, 0.0], [0.0, 0.0, 0.0], [0.0, 0.0, 0.0], [0.0, 0.0, 0.0], [0.0, 0.0, 0.0], [0.0, 0.0, 0.0], [0.0, 0.0, 0.0], [0.0, 0.0, 0.0], [0.0, 0.0, 0.0], [0.0, 0.0, 0.0], [0.0, 0.0, 0.0], [0.0, 0.0, 0.0], [0.0, 0.0, 0.0], [0.0, 0.0, 0.0], [0.1, 0.0, 0.0], [0.0, 0.1, 0.0], [0.0, -0.1, 0.0], [0.0, 0.0, 0.0], [0.0, 0.0, 0.0], [-0.1, 0.0, 0.0], [0.0, 0.0, 0.0], [0.0, 0.0, 0.0], [0.0, 0.0, 0.0], [0.0, 0.0, 0.0], [0.0, 0.0, 0.0], [0.0, 0.0, 0.0], [0.0, 0.0, 0.0], [-0.2, 0.0, 0.1], [0.6, 0.1, -0.1], [0.2, -0.3, -0.1], [0.0, 0.0, 0.0], [0.0, 0.0, 0.0], [0.0, 0.0, 0.0], [-0.1, 0.1, 0.0], [0.2, 0.0, -0.1], [0.0, -0.1, 0.0], [0.1, -0.1, -0.1], [-0.2, 0.1, 0.2], [0.0, -0.1, 0.1], [0.0, 0.0, -0.1], [0.0, 0.0, 0.0], [0.0, 0.0, 0.0], [-0.1, 0.0, -0.1], [0.1, 0.0, 0.0], [0.0, -0.1, 0.0], [0.0, 0.0, 0.0], [0.0, 0.0, 0.0], [0.0, 0.0, 0.0], [0.0, 0.0, 0.0], [0.0, 0.0, 0.0], [0.0, 0.0, 0.0], [0.1, 0.1, 0.0], [0.0, 0.0, 0.0], [0.0, 0.0, 0.0], [0.0, 0.0, 0.0], [0.0, 0.0, 0.0], [0.0, 0.0, 0.0], [0.0, 0.0, 0.0], [0.0, 0.0, 0.0], [0.0, 0.0, -0.1], [0.0, 0.0, 0.0], [0.0, 0.0, 0.0], [0.0, 0.0, 0.0], [0.0, 0.0, 0.0], [0.0, 0.0, 0.0], [0.0, 0.0, 0.0], [0.0, 0.0, 0.0], [0.0, 0.0, 0.0], [0.0, 0.0, 0.0], [0.0, 0.0, 0.1], [0.0, 0.0, 0.0], [0.0, 0.0, 0.0], [0.0, 0.0, 0.0], [0.0, 0.0, 0.0], [-0.1, 0.0, 0.0], [0.0, 0.0, 0.0], [0.0, 0.1, -0.1], [0.2, -0.1, 0.1], [0.0, 0.0, 0.0], [0.0, 0.0, 0.0], [0.0, 0.0, 0.0], [0.0, 0.0, 0.0], [0.0, 0.0, 0.0], [0.0, 0.0, 0.0]],
  "total_charge": 1,
  "largest_force_ev_per_a": 0.65,
  "spin_multiplicity": 2,
  "homo_lumo_gap_ha": [0.234, 0.238],
  "homo_energy_ev": [-10.1, -10.0]
}